No. 1
Molecular formula: C23H45F3N3O2
Method: DFT, wB97M-V/def2-TZVPD

Calculated values
Charge = +1
HOMO energy = -0.381 hartree
LUMO level = -4.7 eV

Cartesian coordinates (Å):
C: 0.475 -7.545 0.311
C: -0.166 -6.555 -0.818
O: -1.192 -5.785 -0.146
C: -1.591 -4.622 -0.901
C: -0.481 -3.449 -0.948
C: -0.255 -2.747 0.486
C: -0.035 -3.602 1.782
C: 0.186 -2.910 3.180
C: 0.143 -1.363 3.189
N: -0.047 -0.624 1.974
C: -0.227 -1.187 0.658
C: -0.394 -0.165 -0.588
O: 0.611 -0.550 -1.557
C: 0.629 0.308 -2.680
F: 0.347 1.660 -2.401
F: 1.974 0.278 -3.172
F: -0.206 -0.086 -3.744
H: 0.008 -7.292 1.333
H: 0.285 -8.635 0.008
H: 1.598 -7.352 0.383
H: 0.711 -5.941 -1.221
H: -0.559 -7.176 -1.707
H: -2.497 -4.167 -0.339
H: -2.001 -4.870 -1.956
H: 0.541 -3.812 -1.338
H: -0.860 -2.697 -1.743
H: -0.004 -4.747 1.793
H: 0.362 -3.546 4.115
H: 0.272 -0.820 4.195
H: -0.037 0.412 2.036
H: -0.244 0.881 -0.138
H: -1.474 -0.183 -1.002
C: -2.045 3.958 -1.719
C: -3.148 2.947 -1.429
N: -3.658 3.013 -0.063
C: -4.490 1.867 0.299
C: -5.806 1.682 -0.454
C: -4.158 4.312 0.378
C: -5.282 4.955 -0.431
H: -1.226 3.868 -0.999
H: -1.633 3.781 -2.717
H: -2.415 4.986 -1.699
H: -2.720 1.951 -1.598
H: -3.947 3.071 -2.169
H: -4.701 1.899 1.374
H: -3.891 0.958 0.160
H: -6.559 2.402 -0.135
H: -6.210 0.687 -0.245
H: -5.681 1.758 -1.536
H: -3.315 5.012 0.401
H: -4.474 4.243 1.426
H: -5.106 4.906 -1.508
H: -5.364 6.014 -0.167
H: -6.249 4.500 -0.216
C: 5.859 3.180 0.952
C: 5.640 1.672 0.898
N: 4.351 1.249 1.437
C: 4.262 -0.193 1.658
C: 4.333 -1.103 0.432
C: 3.169 1.862 0.843
C: 2.969 1.708 -0.664
H: 5.723 3.563 1.967
H: 6.879 3.418 0.639
H: 5.181 3.716 0.283
H: 6.438 1.213 1.491
H: 5.782 1.329 -0.135
H: 3.341 -0.418 2.210
H: 5.071 -0.480 2.338
H: 3.409 -1.076 -0.146
H: 4.476 -2.139 0.754
H: 5.167 -0.850 -0.225
H: 3.187 2.932 1.074
H: 2.272 1.494 1.358
H: 3.881 1.899 -1.231
H: 2.220 2.428 -1.007
H: 2.598 0.718 -0.923

Atom charges from the Löwdin analysis, given in e for atoms 1 to 4:
1 C -0.072
2 C -0.244
3 O -0.215
4 C -0.199

No. 2
Molecular formula: C4H15NO2S
Method: DFT, wB97M-V/def2-TZVPD

Calculated values
Charge = 0
Relative energy (zero: lowest compared OMol25 entry of this formula, charge and spin) = 148.8 kcal per mole
HOMO energy = -0.328 hartree
LUMO level = -3.6 eV

Cartesian coordinates (Å):
C: 0.956 -0.389 1.827
N: 0.548 -1.676 1.806
C: -2.390 0.303 -1.452
C: -1.773 -0.696 -2.068
S: 0.355 2.333 1.271
C: 2.094 -0.167 0.872
H: 1.205 -0.117 2.850
H: 0.043 0.241 1.398
H: 0.425 -2.137 0.499
H: -3.450 0.348 -1.258
H: -1.814 1.164 -1.155
H: -0.763 -0.521 -2.428
H: -2.150 -1.709 -2.202
H: -0.879 2.790 1.541
H: 2.180 0.890 0.955
H: 1.777 -0.372 -0.143
H: 3.049 -0.644 1.075
H: 0.699 -3.040 -0.916
H: -0.093 -1.888 2.560
O: 0.247 -2.288 -0.532
H: 0.262 2.047 -1.003
H: -0.407 3.206 -1.633
O: -0.121 2.321 -1.864

Atom charges from the natural (NBO) analysis, given in e for atoms 1 to 4:
1 C -0.227
2 N -0.409
3 C -0.431
4 C -0.353

No. 3
Molecular formula: C37H75BN2O7P
Method: DFT, wB97M-V/def2-TZVPD

Calculated values
Charge = -1
HOMO energy = -0.166 hartree
LUMO level = 1.4 eV

Cartesian coordinates (Å):
C: 8.043 -0.759 -0.703
C: 7.110 0.243 -1.645
C: 5.597 -0.416 -1.912
C: 4.474 0.733 -2.234
C: 3.001 0.107 -2.719
C: 2.403 -0.969 -1.618
C: 0.915 -0.594 -1.037
C: -0.341 -1.052 -2.008
C: -0.844 0.385 -2.603
C: -1.626 1.359 -1.541
O: -2.496 0.921 -0.589
C: -1.372 3.012 -1.492
C: -2.560 3.942 -0.778
C: -2.483 5.569 -0.585
C: -1.128 6.325 -1.129
C: 0.056 5.428 -1.864
C: -0.033 3.769 -2.056
O: 0.241 -1.699 -3.232
B: 0.027 -3.182 -3.386
C: -0.358 -3.733 -4.921
O: -1.426 -2.969 -5.574
C: -0.926 -2.086 -6.638
N: 1.249 -4.092 -3.107
C: 1.292 -4.539 -1.666
C: 2.744 -5.349 -1.483
O: -1.008 -3.388 -2.312
C: -1.400 -2.186 -1.502
C: -1.320 -2.806 0.011
C: -2.057 -1.938 1.181
C: -1.004 -1.098 2.167
C: -0.035 -2.105 3.042
P: -3.258 -2.081 -1.915
N: -3.612 -1.642 -3.431
H: 9.192 -0.558 -0.797
H: 7.838 -1.853 -1.067
H: 7.750 -0.676 0.429
H: 7.697 0.432 -2.644
H: 7.066 1.267 -1.073
H: 5.329 -0.969 -0.890
H: 5.752 -1.195 -2.786
H: 4.357 1.490 -1.334
H: 4.893 1.361 -3.159
H: 2.321 1.040 -2.906
H: 3.244 -0.507 -3.707
H: 2.523 -2.060 -2.021
H: 3.140 -0.893 -0.681
H: 0.943 0.581 -0.830
H: 0.863 -1.078 0.053
H: 0.145 0.978 -2.915
H: -1.495 0.335 -3.573
H: -3.507 3.340 -0.377
H: -3.387 6.110 -0.026
H: -1.069 7.492 -0.954
H: 1.044 5.962 -2.244
H: 0.816 3.135 -2.560
H: -0.764 -4.844 -4.765
H: 0.617 -3.806 -5.596
H: -1.602 -1.104 -6.594
H: 0.210 -1.848 -6.490
H: -1.180 -2.597 -7.675
H: 1.181 -4.953 -3.707
H: 0.469 -5.311 -1.354
H: 1.376 -3.595 -0.981
H: 3.581 -4.860 -2.148
H: 2.504 -6.469 -1.802
H: 2.979 -5.330 -0.328
H: -0.209 -3.010 0.394
H: -1.859 -3.868 -0.032
H: -2.914 -1.226 0.828
H: -2.574 -2.728 1.911
H: -0.438 -0.238 1.610
H: -1.711 -0.563 2.966
H: -0.520 -3.193 3.105
H: 0.054 -1.743 4.167
H: 1.046 -2.177 2.593
H: -4.001 -1.150 -1.054
H: -3.808 -3.434 -1.750
H: -2.707 -1.438 -3.906
C: -1.431 1.062 7.861
C: -2.021 -0.299 7.531
O: -1.087 -1.192 6.929
C: 0.070 -1.514 7.699
C: -0.253 -2.178 9.026
H: -1.026 1.534 6.958
H: -2.198 1.718 8.287
H: -0.616 0.989 8.584
H: -2.834 -0.163 6.811
H: -2.468 -0.760 8.416
H: 0.687 -0.620 7.843
H: 0.666 -2.206 7.094
H: -0.843 -1.528 9.677
H: 0.669 -2.437 9.557
H: -0.833 -3.093 8.865
C: 5.014 3.652 -6.071
C: 3.602 3.102 -5.947
O: 2.806 3.794 -4.988
C: 2.597 5.185 -5.222
C: 1.902 5.478 -6.541
H: 5.524 3.619 -5.101
H: 5.591 3.063 -6.792
H: 5.020 4.690 -6.408
H: 3.659 2.061 -5.614
H: 3.098 3.087 -6.917
H: 3.546 5.726 -5.146
H: 1.967 5.549 -4.403
H: 2.490 5.141 -7.397
H: 1.733 6.554 -6.651
H: 0.935 4.965 -6.585
C: -8.035 0.270 7.474
C: -6.560 0.610 7.614
O: -5.710 -0.212 6.817
C: -5.924 -0.169 5.408
C: -5.741 1.216 4.812
H: -8.213 -0.779 7.737
H: -8.637 0.906 8.131
H: -8.392 0.416 6.453
H: -6.261 0.453 8.655
H: -6.375 1.666 7.397
H: -6.910 -0.578 5.164
H: -5.190 -0.847 4.959
H: -6.454 1.936 5.220
H: -5.879 1.184 3.726
H: -4.736 1.595 5.026

Atom charges from the Löwdin analysis, given in e for atoms 1 to 4:
1 C -0.167
2 C -0.268
3 C -0.225
4 C -0.226

No. 4
Molecular formula: C23H28BrN5O3S2Sr
Method: DFT, wB97M-V/def2-TZVPD

Calculated values
Charge = +2
HOMO energy = -0.471 hartree
LUMO level = -8.0 eV

Cartesian coordinates (Å):
N: -0.250 3.820 -3.578
C: 0.094 4.403 -2.279
C: -1.138 4.487 -1.374
C: -0.838 4.165 0.094
C: -2.111 3.759 0.895
C: -1.998 2.322 1.315
C: -2.305 1.363 0.338
C: -2.131 0.005 0.553
C: -1.633 -0.388 1.797
C: -1.363 0.552 2.803
Br: -0.834 -0.128 4.481
C: -1.531 1.918 2.596
C: -1.184 2.884 3.695
C: 0.338 3.120 3.814
N: 0.727 4.382 3.181
S: -1.383 -2.152 2.027
C: -0.864 -2.599 0.395
C: 0.145 -3.530 0.210
C: 0.539 -3.839 -1.074
C: 1.661 -4.813 -1.314
C: 2.885 -4.120 -1.944
S: 4.038 -3.470 -0.718
C: 4.567 -4.989 -0.055
N: 4.879 -6.071 -0.660
N: 5.232 -6.986 0.330
C: 5.117 -6.362 1.438
O: 4.683 -5.088 1.295
C: -0.099 -3.202 -2.139
C: -1.094 -2.269 -1.959
C: -1.744 -1.574 -3.115
O: -1.453 -0.166 -3.193
O: -0.188 0.109 -2.572
C: -1.478 -1.962 -0.663
N: -2.462 -0.960 -0.410
H: 0.579 3.500 -4.062
H: -0.853 3.013 -3.468
H: 0.488 5.404 -2.452
H: 0.897 3.849 -1.775
H: -1.903 3.802 -1.754
H: -1.551 5.494 -1.424
H: -0.350 5.003 0.586
H: -0.108 3.352 0.131
H: -2.995 3.898 0.276
H: -2.196 4.399 1.767
H: -2.660 1.714 -0.626
H: -1.542 2.467 4.636
H: -1.700 3.830 3.569
H: 0.853 2.313 3.287
H: 0.633 3.056 4.862
H: 0.000 5.076 3.318
H: 1.540 4.770 3.645
H: 0.616 -4.002 1.062
H: 1.327 -5.635 -1.943
H: 1.968 -5.193 -0.342
H: 3.401 -4.769 -2.645
H: 2.593 -3.223 -2.493
H: 5.323 -6.740 2.424
H: 0.216 -3.447 -3.145
H: -1.492 -2.051 -4.061
H: -2.832 -1.628 -3.014
H: -0.407 0.865 -2.009
H: -2.726 -0.498 -1.275
Sr: -3.944 -1.243 2.714

Atom charges from the natural (NBO) analysis, given in e for atoms 1 to 4:
1 N -0.818
2 C -0.216
3 C -0.405
4 C -0.383

No. 5
Molecular formula: C4H6O2
Method: DFT, wB97M-V/def2-TZVPD

Calculated values
Charge = 0
Relative energy (zero: lowest compared OMol25 entry of this formula, charge and spin) = 111.4 kcal per mole
HOMO energy = -0.355 hartree
LUMO level = 0.9 eV

Cartesian coordinates (Å):
O: 2.389 1.009 0.780
C: 0.097 -0.724 0.092
C: -1.349 -0.908 -0.055
C: -0.823 0.432 0.368
O: -0.751 1.007 -0.958
C: -0.553 -0.403 -1.224
H: 1.954 1.105 -0.076
H: 0.961 -1.227 0.499
H: -2.090 -1.645 0.216
H: -1.009 1.038 1.247
H: 1.672 1.186 1.400
H: -0.406 -0.791 -2.224

Atom charges from the natural (NBO) analysis, given in e for atoms 1 to 4:
1 O -0.935
2 C -0.289
3 C -0.278
4 C 0.065

No. 6
Molecular formula: C5H9NO
Method: DFT, wB97M-V/def2-TZVPD

Calculated values
Charge = 0
Relative energy (zero: lowest compared OMol25 entry of this formula, charge and spin) = 86.5 kcal per mole
HOMO energy = -0.307 hartree
SMILES string = C[C@H]1CC/C1=[NH+]\[O-]
LUMO level = 0.7 eV

Cartesian coordinates (Å):
C: -1.561 -1.260 -0.228
C: -0.426 -0.266 -0.423
C: -0.698 1.227 -0.094
C: 0.765 1.403 0.394
C: 0.868 -0.090 0.359
N: 1.939 -0.819 0.389
O: 3.125 -0.425 0.574
H: -2.354 -0.975 -0.931
H: -1.992 -1.250 0.779
H: -1.271 -2.287 -0.477
H: -0.086 -0.365 -1.463
H: -1.038 1.854 -0.922
H: -1.405 1.316 0.738
H: 0.906 1.884 1.367
H: 1.434 1.885 -0.329
H: 1.796 -1.832 0.269

Atom charges from the natural (NBO) analysis, given in e for atoms 1 to 4:
1 C -0.607
2 C -0.247
3 C -0.382
4 C -0.449

No. 7
Molecular formula: C3H6F2S
Method: DFT, wB97M-V/def2-TZVPD

Calculated values
Charge = 0
Relative energy (zero: lowest compared OMol25 entry of this formula, charge and spin) = 101.1 kcal per mole
HOMO energy (alpha / beta) = -0.303 / -0.267 hartree
LUMO level (alpha / beta) = 0.6 / 0.7 eV

Cartesian coordinates (Å):
C: -0.673 1.531 0.431
C: 0.407 -1.794 0.101
C: 0.721 0.906 0.500
F: 1.069 -1.822 -1.060
F: 1.273 1.000 1.686
S: 1.750 1.088 -0.923
H: -0.623 2.372 1.093
H: -0.745 1.952 -0.512
H: -1.322 0.693 0.850
H: -0.571 -2.146 0.051
H: 0.907 -2.073 1.066
H: 2.861 0.790 -0.187

Atom charges from the natural (NBO) analysis, given in e for atoms 1 to 4:
1 C -0.707
2 C 0.030
3 C 0.248
4 F -0.338

No. 8
Molecular formula: C28H37F15N2O11
Method: DFT, wB97M-V/def2-TZVPD

Calculated values
Charge = 0
Relative energy (zero: lowest compared OMol25 entry of this formula, charge and spin) = 198.7 kcal per mole
HOMO energy = -0.315 hartree
SMILES string = COC[C@H](N)c1ccccn1.CCOC(=O)C(F)(F)F.CCOC(=O)C(F)(F)F.CCOC(=O)C(F)(F)F.CCOC(=O)C(F)(F)F.CCOC(=O)C(F)(F)F
LUMO level = 0.1 eV

Cartesian coordinates (Å):
C: -4.407 -1.892 -0.573
O: -3.295 -1.138 -1.169
C: -2.007 -1.438 -0.457
C: -0.914 -0.265 -0.756
N: -0.585 -0.240 -2.250
C: 0.544 -0.455 0.045
C: 0.474 -1.227 1.441
C: 1.838 -1.463 2.304
C: 3.106 -0.773 1.551
C: 2.881 -0.012 0.159
N: 1.673 0.187 -0.687
H: -5.193 -1.246 0.010
H: -4.017 -2.785 0.102
H: -4.976 -2.432 -1.474
H: -2.336 -1.531 0.687
H: -1.679 -2.509 -0.870
H: -1.349 0.814 -0.515
H: -1.403 -0.507 -2.838
H: -0.205 0.694 -2.529
H: -0.530 -1.640 1.886
H: 1.870 -2.023 3.335
H: 4.175 -0.823 2.040
H: 3.861 0.497 -0.300
C: 1.973 3.971 4.644
C: 2.873 4.394 3.498
O: 4.248 4.128 3.815
C: 4.682 2.846 3.591
O: 3.968 1.950 3.151
C: 6.168 2.717 3.923
F: 6.504 3.332 5.094
F: 6.958 3.276 2.962
F: 6.577 1.423 4.047
H: 2.289 4.447 5.577
H: 0.934 4.246 4.440
H: 2.022 2.890 4.805
H: 2.786 5.474 3.342
H: 2.586 3.910 2.557
C: 5.465 4.016 0.062
C: 5.995 4.728 -1.169
O: 5.187 4.419 -2.314
C: 4.042 5.159 -2.464
O: 3.691 6.040 -1.684
C: 3.308 4.760 -3.743
F: 3.247 3.408 -3.918
F: 3.914 5.260 -4.858
F: 2.020 5.204 -3.779
H: 5.389 2.939 -0.119
H: 6.124 4.184 0.919
H: 4.462 4.369 0.321
H: 7.007 4.376 -1.389
H: 6.059 5.811 -1.013
C: -7.858 -4.653 -4.824
C: -8.917 -4.598 -3.739
O: -8.561 -5.460 -2.647
C: -7.689 -4.939 -1.726
O: -7.214 -3.809 -1.797
C: -7.437 -5.939 -0.599
F: -7.234 -7.209 -1.055
F: -8.490 -6.011 0.267
F: -6.345 -5.630 0.156
H: -7.686 -5.686 -5.143
H: -8.163 -4.061 -5.692
H: -6.900 -4.267 -4.461
H: -9.868 -4.965 -4.137
H: -9.088 -3.573 -3.392
C: 8.957 11.065 -2.622
C: 9.345 9.619 -2.870
O: 9.395 8.893 -1.632
C: 8.197 8.420 -1.161
O: 7.123 8.588 -1.732
C: 8.403 7.629 0.130
F: 9.255 8.248 0.998
F: 8.932 6.394 -0.104
F: 7.246 7.423 0.820
H: 9.632 11.525 -1.893
H: 8.997 11.640 -3.552
H: 7.946 11.137 -2.212
H: 10.349 9.577 -3.304
H: 8.667 9.135 -3.583
C: -8.289 -8.882 1.291
C: -7.901 -10.328 1.043
O: -7.851 -11.054 2.281
C: -9.049 -11.528 2.752
O: -10.123 -11.360 2.181
C: -8.843 -12.318 4.043
F: -7.991 -11.699 4.911
F: -8.314 -13.553 3.809
F: -10.001 -12.524 4.733
H: -7.614 -8.423 2.020
H: -8.250 -8.307 0.361
H: -9.300 -8.810 1.701
H: -6.897 -10.370 0.609
H: -8.579 -10.812 0.330

Atom charges from the Löwdin analysis, given in e for atoms 1 to 4:
1 C -0.131
2 O -0.276
3 C -0.175
4 C -0.285

No. 9
Molecular formula: C14H15N3O4S
Method: DFT, wB97M-V/def2-TZVPD

Calculated values
Charge = 0
Relative energy (zero: lowest compared OMol25 entry of this formula, charge and spin) = 80.0 kcal per mole
HOMO energy = -0.308 hartree
SMILES string = NS(=O)(=O)c1ccc(CCNc2ccccc2[N+](=O)[O-])cc1
LUMO level = -0.5 eV

Cartesian coordinates (Å):
N: 1.688 4.399 -2.794
S: 1.239 2.813 -3.151
O: -0.097 2.834 -3.671
O: 2.290 2.226 -3.929
C: 1.239 2.105 -1.519
C: 2.382 1.485 -1.057
C: 2.393 0.963 0.224
C: 1.272 1.070 1.041
C: 1.282 0.445 2.409
C: 0.852 -1.027 2.320
N: -0.519 -1.095 1.893
C: -1.083 -1.990 1.068
C: -0.417 -3.174 0.683
C: -1.005 -4.097 -0.143
C: -2.298 -3.901 -0.632
C: -2.978 -2.767 -0.277
C: -2.400 -1.804 0.561
N: -3.180 -0.663 0.848
O: -4.282 -0.566 0.341
O: -2.728 0.207 1.597
C: 0.131 1.701 0.555
C: 0.113 2.217 -0.730
H: 0.947 5.050 -2.999
H: 2.541 4.657 -3.262
H: 3.235 1.412 -1.712
H: 3.281 0.472 0.597
H: 0.599 0.976 3.073
H: 2.285 0.490 2.835
H: 0.968 -1.503 3.303
H: 1.496 -1.544 1.604
H: -1.111 -0.305 2.139
H: 0.573 -3.361 1.066
H: -0.462 -4.991 -0.410
H: -2.753 -4.635 -1.277
H: -3.980 -2.582 -0.634
H: -0.748 1.790 1.175
H: -0.765 2.695 -1.135

Atom charges from the natural (NBO) analysis, given in e for atoms 1 to 4:
1 N -1.076
2 S 2.303
3 O -0.934
4 O -0.939

No. 10
Molecular formula: C7H13N5
Method: DFT, wB97M-V/def2-TZVPD

Calculated values
Charge = +2
Relative energy (zero: lowest compared OMol25 entry of this formula, charge and spin) = 44.0 kcal per mole
HOMO energy = -0.630 hartree
SMILES string = [H]/N=C(/[NH3+])[N+](NC)=c1cc[nH]cc1
LUMO level = -7.5 eV

Cartesian coordinates (Å):
H: 0.476 -2.719 -1.163
N: 1.325 -2.425 -0.736
C: 1.441 -1.423 -0.025
N: 2.570 -0.905 0.777
N: 0.474 -0.171 0.185
N: 1.117 0.988 0.501
C: 1.700 1.857 -0.493
C: -0.934 -0.241 0.009
C: -1.510 -1.495 0.279
C: -2.940 -1.660 0.162
N: -3.627 -0.562 0.150
C: -3.163 0.635 -0.049
C: -1.746 0.822 -0.240
H: 3.395 -0.749 0.227
H: 2.839 -1.439 1.590
H: 2.294 0.203 0.935
H: 0.713 1.504 1.234
H: 1.694 1.236 -1.510
H: 1.139 2.769 -0.640
H: 2.751 2.057 -0.349
H: -0.798 -2.349 0.442
H: -3.378 -2.608 0.397
H: -4.604 -0.610 0.190
H: -3.913 1.451 -0.013
H: -1.334 1.754 -0.596

Atom charges from the natural (NBO) analysis, given in e for atoms 1 to 4:
1 H 0.414
2 N -0.533
3 C 0.574
4 N -0.778

| no. | DFT total energy (eV) |
| --- | --- |
| 1 | -41286.8411 |
| 2 | -20805.4198 |
| 3 | -66846.9701 |
| 4 | -130429.0084 |
| 5 | -8335.6308 |
| 6 | -8865.4610 |
| 7 | -19474.1259 |
| 8 | -95893.8592 |
| 9 | -38254.3054 |
| 10 | -14901.2257 |